(1)
ORCA calculation (ωB97M-V/def2-TZVPD) on C11H21Br3O20S5 as an isolated structure at a distorted geometry.

## Properties
- frontier orbital gap (eV) = 10.17
- HOMO level (eV) = -10.79
- calculated total energy (eV) = -316994.4600
- charge = 0

XYZ file:
```
60
C11H21Br3O20S5 ωB97M-V/def2-TZVPD
C -0.292 0.292 0.201
Br -2.016 1.090 0.711
Br -0.568 -1.529 -0.438
Br 0.879 0.434 1.740
H 0.178 0.915 -0.549
C 4.046 1.460 4.804
C 4.058 0.560 3.586
O 4.497 1.273 2.437
S 5.288 2.603 2.888
O 4.528 3.754 2.475
O 6.697 2.491 2.627
O 5.048 2.433 4.516
H 4.213 1.027 5.786
H 3.086 1.990 4.860
H 3.077 0.159 3.325
H 4.668 -0.328 3.774
C 2.406 -4.810 -2.557
C 1.670 -3.518 -2.173
O 0.587 -3.435 -3.091
S 1.170 -3.840 -4.564
O 1.920 -2.773 -5.167
O 0.195 -4.557 -5.341
O 2.241 -4.921 -3.963
H 2.245 -5.743 -2.022
H 3.465 -4.595 -2.383
H 2.377 -2.709 -2.365
H 1.361 -3.429 -1.139
C 2.484 5.962 -0.284
C 1.247 6.613 0.274
O 0.273 5.549 0.380
S 0.597 4.324 -0.648
O -0.302 4.226 -1.719
O 0.992 3.190 0.120
O 1.957 5.017 -1.217
H 3.110 5.496 0.478
H 3.012 6.655 -0.936
H 0.731 7.215 -0.476
H 1.502 7.080 1.222
C -2.622 -2.270 2.512
C -3.881 -2.172 1.590
O -4.868 -3.042 2.088
S -4.307 -3.840 3.399
O -3.679 -5.095 3.114
O -5.267 -3.821 4.458
O -3.207 -2.703 3.722
H -2.165 -1.291 2.379
H -1.886 -2.977 2.127
H -3.485 -2.575 0.649
H -4.223 -1.157 1.410
C -4.252 -0.061 -1.980
C -5.024 -0.620 -3.131
O -4.085 -1.097 -4.113
S -2.584 -0.669 -3.656
O -2.332 0.686 -4.108
O -1.655 -1.689 -4.005
O -2.935 -0.613 -2.060
H -4.667 -0.285 -1.001
H -4.212 1.028 -2.074
H -5.651 0.119 -3.628
H -5.640 -1.481 -2.867
```

***

(2)
ORCA calculation (ωB97M-V/def2-TZVPD) on C35H58N3OP2Sr as an isolated structure at a distorted geometry.

## Properties
- frontier orbital gap (eV) = 6.21
- HOMO level (eV) = -8.35
- energy above the lowest of the compared OMol25 structures with the same formula, charge and spin (eV) = 0.000
- calculated total energy (eV) = -63163.4505
- charge = +1

XYZ file:
```
100
C35H58N3OP2Sr ωB97M-V/def2-TZVPD
C -0.571 -1.995 -1.870
C 1.650 -1.311 -1.467
C -0.154 -2.816 -2.913
C 2.064 -1.913 -2.694
C 1.162 -2.720 -3.373
H -0.895 -3.448 -3.404
H 3.114 -1.825 -2.978
H 1.465 -3.319 -4.229
N 0.297 -1.249 -1.159
P -2.721 -0.337 -0.906
P 2.384 -0.663 1.242
C -2.070 -1.940 -1.569
H -2.610 -2.127 -2.510
H -2.369 -2.752 -0.885
C 2.609 -0.831 -0.514
H 3.586 -0.541 -0.928
C 3.382 1.003 1.829
C 3.295 -2.357 1.526
C -2.947 0.765 -2.518
C -4.318 -0.948 -0.065
C 2.466 2.223 2.079
H 1.712 2.055 2.867
H 3.093 3.061 2.440
H 1.970 2.591 1.166
C 4.071 0.671 3.163
H 3.332 0.373 3.924
H 4.833 -0.115 3.073
H 4.584 1.565 3.560
C 4.358 1.402 0.723
H 5.056 2.183 1.078
H 4.966 0.569 0.348
H 3.806 1.843 -0.120
C 3.203 -2.645 3.025
H 2.158 -2.803 3.319
H 3.760 -3.562 3.249
H 3.613 -1.835 3.637
C 2.586 -3.482 0.734
H 1.495 -3.409 0.795
H 2.880 -3.491 -0.323
H 2.855 -4.450 1.178
C 4.723 -2.176 0.994
H 4.700 -2.035 -0.096
H 5.256 -1.322 1.436
H 5.305 -3.085 1.207
C -5.126 0.280 0.385
H -6.083 -0.064 0.799
H -4.599 0.835 1.173
H -5.356 0.971 -0.437
C -3.921 -1.769 1.179
H -3.267 -2.615 0.940
H -3.428 -1.148 1.939
H -4.841 -2.183 1.616
C -5.135 -1.833 -1.019
H -4.556 -2.674 -1.423
H -5.979 -2.261 -0.460
H -5.556 -1.261 -1.853
C -1.833 0.467 -3.541
H -1.934 -0.534 -3.982
H -1.894 1.188 -4.374
H -0.831 0.556 -3.098
C -2.813 2.226 -2.026
H -1.758 2.497 -1.834
H -3.194 2.916 -2.794
H -3.388 2.400 -1.104
C -4.297 0.569 -3.228
H -4.426 -0.455 -3.607
H -5.155 0.835 -2.597
H -4.331 1.234 -4.109
Sr -0.233 0.604 0.594
C -0.379 -2.022 1.861
O -0.599 -3.114 2.162
N 0.863 2.269 -1.017
C 1.621 2.737 -1.760
C 2.535 2.775 -2.935
C 3.724 1.795 -2.786
C 1.671 2.185 -4.078
C 3.024 4.243 -3.050
H 4.301 1.943 -1.867
H 3.383 0.747 -2.776
H 4.390 1.939 -3.648
H 0.650 2.597 -4.129
H 2.175 2.296 -5.045
H 1.555 1.102 -3.876
H 3.436 4.404 -4.050
H 2.256 4.991 -2.807
H 3.830 4.401 -2.327
N -1.065 1.979 3.163
C -2.063 1.240 3.866
C -1.715 0.017 4.446
C -2.686 -0.707 5.149
C -3.992 -0.220 5.256
C -4.343 0.983 4.631
C -3.384 1.705 3.904
H -1.350 2.942 2.999
H -0.161 2.000 3.637
H -0.689 -0.352 4.349
H -2.417 -1.660 5.606
H -4.746 -0.788 5.813
H -5.368 1.358 4.706
H -3.653 2.633 3.393
```

***

(3)
ORCA calculation (ωB97M-V/def2-TZVPD) on an isolated ion of composition C10H11FN2O4PS and charge +1 at a distorted geometry.

## Properties
- frontier orbital gap (eV) = 7.17
- HOMO level (eV) = -12.58
- calculated total energy (eV) = -44548.3969
- charge = +1

XYZ file:
```
30
C10H11FN2O4PS ωB97M-V/def2-TZVPD
O -1.904 -4.588 -0.333
C -0.889 -3.847 -0.441
O 0.349 -4.338 0.065
C -1.076 -2.370 -1.098
C -1.015 -1.300 0.081
N -1.632 -0.106 0.073
P -2.638 0.745 -1.134
O -1.661 2.101 -1.611
O -2.838 -0.162 -2.564
C -1.421 0.648 1.343
F -2.249 -0.135 2.274
C 0.052 0.320 1.880
C 1.221 1.112 1.144
C 1.730 2.538 1.593
C 2.840 3.153 0.719
N 3.524 2.646 -0.414
C 3.106 1.366 -0.862
C 2.003 0.599 -0.111
S -0.067 -1.532 1.676
H 0.233 -4.303 1.052
H -2.144 -2.389 -1.538
H -0.276 -2.165 -1.903
H -1.060 1.751 -2.325
H -2.340 0.277 -3.296
H -1.874 1.683 1.481
H 0.253 0.537 2.999
H 1.297 3.074 2.510
H 3.168 4.211 1.047
H 3.592 0.909 -1.791
H 1.715 -0.438 -0.519
```

***

(4)
ORCA calculation (ωB97M-V/def2-TZVPD) on a 2-piece molecular cluster, F2H4NPSi overall at a distorted geometry.

## Properties
- frontier orbital gap (eV) = 9.30
- HOMO level (eV) = -10.02
- energy above the lowest of the compared OMol25 structures with the same formula, charge and spin (eV) = 1.837
- calculated total energy (eV) = -24155.8923
- charge = 0

XYZ file:
```
9
F2H4NPSi ωB97M-V/def2-TZVPD
N -1.293 0.572 0.227
F -2.747 -2.050 0.190
F -3.603 0.980 0.476
Si 0.322 -0.149 -0.300
P -2.621 0.284 -0.604
H -1.366 0.967 1.165
H 1.187 0.223 0.885
H 0.583 0.723 -1.423
H 0.080 -1.584 -0.849
```

***

(5)
ORCA calculation (ωB97M-V/def2-TZVPD) on one molecule with the formula C2H2N2O at a distorted geometry.

## Properties
- frontier orbital gap (eV) = 11.70
- HOMO level (eV) = -11.17
- energy above the lowest of the compared OMol25 structures with the same formula, charge and spin (eV) = 3.825
- structure (SMILES) = c1cnon1
- calculated total energy (eV) = -7130.0185
- charge = 0

XYZ file:
```
7
C2H2N2O ωB97M-V/def2-TZVPD
C 1.121 0.296 -0.084
C -0.093 1.074 0.123
N -1.165 0.376 -0.014
O -0.619 -0.864 -0.072
N 0.662 -0.956 0.105
H 2.071 0.637 -0.142
H 0.240 2.125 -0.147
```

***

(6)
ORCA calculation (ωB97M-V/def2-TZVPD) on one molecule with the formula C4H5F2NO at a distorted geometry.

## Properties
- frontier orbital gap (spin up / spin down) (eV) = 5.54 / 7.14
- HOMO level (spin up / spin down) (eV) = -4.70 / -10.36
- 2S+1 = 3
- energy above the lowest of the compared OMol25 structures with the same formula, charge and spin (eV) = 1.748
- calculated total energy (eV) = -13194.8025
- charge = 0

XYZ file:
```
13
C4H5F2NO ωB97M-V/def2-TZVPD
C -0.881 0.139 -0.772
C 1.491 -0.206 0.052
C 0.996 1.002 0.756
C 0.062 -0.092 0.384
N -1.903 -0.712 -0.702
O -0.633 0.984 -1.621
F 1.443 1.050 2.052
F -0.444 -0.948 1.343
H 1.560 -0.129 -1.106
H 1.839 -0.973 0.726
H 0.946 2.012 0.352
H -2.046 -1.298 0.155
H -2.429 -0.829 -1.618
```

***

(7)
ORCA calculation (ωB97M-V/def2-TZVPD) on C41H28BrClLuN3O7PS as an isolated structure at a distorted geometry.

## Properties
- frontier orbital gap (eV) = 6.78
- HOMO level (eV) = -10.04
- energy above the lowest of the compared OMol25 structures with the same formula, charge and spin (eV) = 0.534
- calculated total energy (eV) = -198082.4853
- charge = +1

XYZ file:
```
84
C41H28BrClLuN3O7PS ωB97M-V/def2-TZVPD
Lu -0.793 1.083 0.024
Cl 1.966 3.203 6.541
C 1.618 2.696 4.914
C 2.422 1.726 4.301
C 2.176 1.330 3.009
C 1.121 1.885 2.270
O 0.927 1.544 1.023
C 0.295 2.834 2.905
C -0.818 3.465 2.240
N -1.249 3.187 1.057
C -2.222 4.020 0.445
C -2.446 5.326 0.776
C -3.419 6.100 0.105
C -4.156 5.562 -0.902
C -3.924 4.225 -1.299
C -4.648 3.608 -2.342
C -4.363 2.326 -2.701
C -3.325 1.657 -2.032
N -2.633 2.193 -1.055
C -2.939 3.463 -0.649
C 0.570 3.234 4.228
H 3.241 1.292 4.863
H 2.790 0.578 2.524
H -1.316 4.244 2.819
H -1.855 5.797 1.552
H -3.566 7.133 0.397
H -4.906 6.148 -1.421
H -5.425 4.169 -2.850
H -4.902 1.824 -3.492
H -3.044 0.655 -2.326
H -0.063 3.977 4.704
O -0.379 -0.774 1.397
S -1.826 -0.863 1.712
O -2.187 -0.523 3.046
O -2.521 -0.078 0.655
C -2.160 -2.557 1.407
C -3.124 -3.187 2.173
C -3.318 -4.552 2.029
C -2.540 -5.274 1.141
C -1.579 -4.640 0.362
C -1.378 -3.265 0.473
P -0.043 -2.563 -0.552
C 1.517 -2.730 0.300
C 2.730 -2.513 -0.359
C 3.920 -2.672 0.330
C 3.907 -3.026 1.674
C 2.702 -3.238 2.331
C 1.506 -3.091 1.648
C -0.077 -3.552 -2.042
C -1.290 -3.645 -2.739
C -1.356 -4.348 -3.928
C -0.219 -4.971 -4.432
C 0.976 -4.912 -3.734
C 1.052 -4.203 -2.543
H -3.692 -2.609 2.892
H -4.068 -5.052 2.627
H -2.675 -6.344 1.048
H -0.983 -5.224 -0.325
H 2.748 -2.181 -1.385
H 4.859 -2.508 -0.183
H 4.841 -3.126 2.214
H 2.690 -3.515 3.377
H 0.571 -3.257 2.168
H -2.189 -3.189 -2.344
H -2.297 -4.415 -4.462
H -0.272 -5.518 -5.368
H 1.855 -5.420 -4.110
H 1.979 -4.195 -1.997
O -1.153 -0.877 -2.202
N -0.612 -0.855 -1.154
Br 6.831 3.727 -1.355
C 5.147 2.887 -1.430
C 4.962 1.681 -0.770
C 3.727 1.059 -0.837
C 2.690 1.647 -1.544
C 2.881 2.865 -2.186
C 4.120 3.488 -2.141
C 1.345 1.022 -1.552
O 0.289 1.718 -1.729
O 1.312 -0.233 -1.340
H 5.775 1.243 -0.207
H 3.553 0.122 -0.317
H 2.057 3.321 -2.724
H 4.286 4.432 -2.643
```

***

(8)
ORCA calculation (ωB97M-V/def2-TZVPD) on C23H29AsF10N3PdSi2 as an isolated structure at a distorted geometry.

## Properties
- frontier orbital gap (spin up / spin down) (eV) = 8.37 / 6.04
- HOMO level (spin up / spin down) (eV) = -10.64 / -11.32
- 2S+1 = 5
- energy above the lowest of the compared OMol25 structures with the same formula, charge and spin (eV) = 0.000
- calculated total energy (eV) = -136030.7758
- charge = +1

XYZ file:
```
69
C23H29AsF10N3PdSi2 ωB97M-V/def2-TZVPD
Pd -0.581 0.764 -0.148
C -1.374 3.797 -0.531
N -2.048 2.502 -0.572
C -2.523 2.229 -1.949
C -1.469 1.547 -2.831
N -1.133 0.243 -2.256
C -1.867 -0.813 -2.539
C -2.956 -0.923 -3.482
F -3.399 0.132 -4.152
C -3.636 -2.107 -3.711
F -4.595 -2.139 -4.589
C -3.332 -3.236 -2.924
F -4.013 -4.359 -3.103
C -2.257 -3.206 -2.057
F -1.923 -4.324 -1.385
C -1.551 -2.062 -1.861
F -0.620 -2.093 -0.918
C -3.152 2.432 0.396
C -3.371 1.031 0.890
N -2.093 0.452 1.293
C -2.101 -0.661 2.084
C -0.953 -0.921 2.821
F 0.136 -0.101 2.692
C -0.872 -1.879 3.783
F 0.246 -2.011 4.501
C -1.986 -2.656 4.060
F -1.935 -3.587 5.012
C -3.099 -2.542 3.253
F -4.059 -3.432 3.364
C -3.105 -1.609 2.270
F -4.121 -1.616 1.410
H -2.000 4.652 -0.822
H -0.538 3.813 -1.240
H -0.978 3.978 0.503
H -2.950 3.120 -2.404
H -3.313 1.483 -1.855
H -0.542 2.131 -2.857
H -1.665 1.583 -3.953
H -4.105 2.757 -0.071
H -2.954 3.101 1.288
H -3.858 0.378 0.065
H -4.104 1.028 1.691
C 2.514 -2.252 -2.223
Si 3.413 -1.392 -0.794
C 5.033 -0.583 -1.309
C 3.731 -2.719 0.519
As 1.864 0.176 0.144
Si 3.146 1.625 1.418
C 3.925 2.849 0.292
C 2.093 2.586 2.675
C 4.472 0.657 2.352
H 3.185 -2.983 -2.670
H 2.210 -1.518 -2.996
H 1.652 -2.790 -1.786
H 5.820 -1.318 -1.552
H 5.385 0.075 -0.478
H 4.953 0.150 -2.157
H 4.414 -3.480 0.191
H 2.836 -3.292 0.804
H 4.137 -2.182 1.405
H 3.142 3.594 0.012
H 4.295 2.482 -0.656
H 4.632 3.494 0.885
H 1.052 2.756 2.441
H 2.531 3.566 2.888
H 2.137 2.093 3.639
H 5.392 0.490 1.765
H 4.086 -0.236 2.772
H 4.695 1.278 3.254
```

***

(9)
ORCA calculation (ωB97M-V/def2-TZVPD) on one molecule with the formula C17H23BrN2O5S.

## Properties
- frontier orbital gap (eV) = 8.96
- HOMO level (eV) = -8.71
- energy above the lowest of the compared OMol25 structures with the same formula, charge and spin (eV) = 0.000
- structure (SMILES) = CCC(=O)N1CCc2cc(Br)cc(S(=O)(=O)CCC(=O)NCCOC)c21
- calculated total energy (eV) = -112097.8949
- charge = 0

XYZ file:
```
49
C17H23BrN2O5S ωB97M-V/def2-TZVPD
C -5.033 -0.361 -1.008
C -4.698 -0.229 0.479
C -3.222 0.018 0.656
O -2.482 -0.772 1.208
N -2.723 1.181 0.139
C -3.433 2.441 -0.050
C -2.435 3.527 0.394
C -1.119 2.811 0.298
C 0.163 3.299 0.362
C 1.210 2.393 0.201
Br 2.983 3.044 0.317
C 0.989 1.056 -0.071
C -0.312 0.564 -0.107
S -0.567 -1.083 -0.828
O -1.853 -1.094 -1.475
O 0.567 -1.248 -1.712
C -0.450 -2.427 0.407
C 0.476 -2.061 1.548
C 1.954 -2.411 1.362
O 2.639 -2.742 2.311
N 2.416 -2.344 0.102
C 3.805 -2.601 -0.196
C 4.651 -1.327 -0.144
O 4.159 -0.408 -1.094
C 5.069 0.619 -1.394
C -1.357 1.442 0.117
H -4.291 -0.990 -1.494
H -6.016 -0.809 -1.130
H -5.032 0.607 -1.500
H -4.923 -1.164 0.994
H -5.290 0.565 0.940
H -3.680 2.562 -1.110
H -4.354 2.461 0.532
H -2.618 3.845 1.423
H -2.475 4.407 -0.246
H 0.362 4.347 0.517
H 1.814 0.397 -0.297
H -1.463 -2.590 0.755
H -0.101 -3.285 -0.164
H 0.156 -2.568 2.462
H 0.398 -0.988 1.746
H 1.857 -1.954 -0.652
H 3.866 -3.034 -1.195
H 4.188 -3.305 0.548
H 5.697 -1.583 -0.367
H 4.610 -0.890 0.866
H 5.337 1.193 -0.500
H 4.575 1.274 -2.109
H 5.985 0.215 -1.842
```

***

(10)
ORCA calculation (ωB97M-V/def2-TZVPD) on one molecule with the formula C9H8Br2S2 at a distorted geometry.

## Properties
- frontier orbital gap (spin up / spin down) (eV) = 6.98 / 6.90
- HOMO level (spin up / spin down) (eV) = -7.51 / -7.39
- energy above the lowest of the compared OMol25 structures with the same formula, charge and spin (eV) = 1.617
- structure (SMILES) = C=C/C(Br)=C(\SC)c1sccc1Br
- calculated total energy (eV) = -171213.9410
- charge = 0

XYZ file:
```
21
C9H8Br2S2 ωB97M-V/def2-TZVPD
C -0.032 -0.340 -3.521
C -0.863 0.598 -2.987
C -0.997 0.998 -1.641
Br -1.592 2.617 -1.121
C -0.154 0.084 -0.521
S 0.056 -1.586 -0.909
C -0.220 -2.449 0.823
C -0.012 0.587 0.783
S -1.255 0.987 1.907
C -0.184 1.373 3.183
C 1.094 1.149 2.773
C 1.206 0.712 1.418
Br 2.878 0.245 0.593
H 0.169 -0.399 -4.669
H 0.797 -0.702 -2.873
H -1.475 1.025 -3.698
H 0.774 -2.586 1.192
H -0.439 -3.444 0.475
H -1.050 -1.817 1.251
H -0.655 1.691 4.091
H 1.953 1.256 3.451
```